Entry 1:
98
Properties=species:S:1:pos:R:3 method="wB97M-V/def2-TZVPD" relative_energy_kj_mol=100.4 total_charge=+2 lumo_ev="-6.350 / -5.674" orbital_gap_ev="6.9 / 7.8" multiplicity=3
Mo -0.37 0.11 -0.21
C -1.92 1.48 -0.18
Si -3.48 0.81 -0.99
C -3.49 -0.87 -0.10
N -2.09 -1.35 0.09
C -1.53 -1.90 -1.14
C -1.17 -3.38 -1.09
C -2.38 -4.12 -0.53
C -2.70 -3.64 0.90
C -2.00 -2.32 1.22
C -5.01 1.76 -0.56
C -5.76 2.39 -1.55
C -6.90 3.12 -1.23
C -7.29 3.22 0.10
C -6.55 2.60 1.10
C -5.42 1.88 0.77
C -3.20 0.61 -2.81
C -2.03 1.09 -3.40
C -1.79 0.92 -4.76
C -2.73 0.27 -5.55
C -3.90 -0.21 -4.98
C -4.14 -0.04 -3.62
H -2.15 1.39 0.91
H -1.80 2.54 -0.38
H -4.06 -1.65 -0.63
H -3.96 -0.76 0.88
H -0.58 -1.34 -1.46
H -2.19 -1.67 -1.98
H -0.29 -3.53 -0.46
H -0.90 -3.71 -2.09
H -2.20 -5.20 -0.55
H -3.24 -3.94 -1.19
H -2.36 -4.38 1.63
H -3.77 -3.55 1.04
H -0.94 -2.48 1.42
H -2.44 -1.84 2.09
H -5.46 2.32 -2.59
H -7.47 3.60 -2.00
H -8.18 3.78 0.35
H -6.86 2.69 2.13
H -4.85 1.41 1.56
H -1.30 1.64 -2.81
H -0.89 1.32 -5.21
H -2.55 0.14 -6.61
H -4.63 -0.72 -5.59
H -5.06 -0.42 -3.20
C -0.30 5.03 -3.66
C 0.59 3.97 -3.79
C 0.95 3.22 -2.68
C 0.43 3.53 -1.42
C -0.46 4.59 -1.30
C -0.83 5.33 -2.41
As 0.85 2.43 0.12
C 0.27 3.43 1.66
C 0.67 4.76 1.79
C 0.31 5.47 2.92
C -0.45 4.86 3.92
C -0.82 3.53 3.80
C -0.46 2.82 2.66
C 2.77 2.42 0.38
C 3.69 2.42 -0.66
C 5.05 2.40 -0.39
C 5.50 2.38 0.92
C 4.59 2.38 1.96
C 3.23 2.40 1.70
H -0.58 5.61 -4.52
H 1.01 3.73 -4.76
H 1.63 2.39 -2.82
H -0.89 4.84 -0.33
H -1.53 6.15 -2.30
H 1.28 5.24 1.03
H 0.61 6.50 3.03
H -0.74 5.42 4.80
H -1.39 3.05 4.58
H -0.74 1.77 2.59
H 3.37 2.45 -1.69
H 5.76 2.41 -1.21
H 6.56 2.38 1.12
H 4.94 2.38 2.99
H 2.53 2.43 2.53
C 1.93 -3.36 2.12
As 2.17 -1.50 1.82
C 3.79 -1.24 0.86
C 2.36 -0.62 3.50
O 0.78 -0.86 1.09
H 2.81 -3.74 2.65
H 1.83 -3.88 1.17
H 1.04 -3.53 2.73
H 4.60 -1.56 1.52
H 3.91 -0.18 0.61
H 3.79 -1.83 -0.05
H 3.08 -1.17 4.12
H 1.40 -0.59 4.00
H 2.73 0.39 3.33
Cl 1.76 -1.78 -1.98
C 1.25 -0.08 -1.64
H 0.94 0.32 -2.61
H 2.15 0.42 -1.30



Entry 2:
33
Properties=species:S:1:pos:R:3 method="wB97M-V/def2-TZVPD" lumo_ev="0.627 / -3.684" orbital_gap_ev="4.7 / 6.1" multiplicity=3
C 2.78 1.94 0.81
C 3.78 -2.02 -0.71
C -2.28 1.22 0.28
C -3.25 -0.33 -1.54
C -3.11 -1.15 0.76
C 1.91 1.10 -0.16
C 2.70 -1.07 -0.14
C -2.37 -0.22 -0.28
N 1.43 -1.81 -0.35
O 0.09 -1.31 1.82
O 2.65 0.17 -0.79
O -1.10 -0.72 -0.68
P 0.03 -1.73 0.46
Cl -0.78 -3.49 0.22
H 3.30 1.35 1.62
H 3.50 2.46 0.25
H 2.06 2.63 1.26
H 3.51 -2.09 -1.75
H 4.78 -1.56 -0.43
H 3.90 -3.02 -0.14
H -1.38 1.69 -0.27
H -3.23 1.81 0.11
H -2.17 1.39 1.40
H -4.28 0.03 -1.39
H -3.18 -1.33 -2.12
H -2.87 0.43 -2.29
H -4.03 -0.72 1.01
H -3.08 -2.17 0.29
H -2.61 -1.24 1.70
H 1.56 1.83 -0.97
H 0.95 0.60 0.22
H 2.91 -1.13 1.00
H 0.99 -1.75 -1.33



Entry 3:
54
Properties=species:S:1:pos:R:3 method="wB97M-V/def2-TZVPD" relative_energy_kj_mol=0.0 lumo_ev="0.493 / -1.943" orbital_gap_ev="8.2 / 5.8" multiplicity=2
Ru 0.05 1.26 1.11
C -2.02 4.14 3.46
C -1.29 2.95 3.35
N -1.04 2.71 2.07
N -1.58 3.71 1.34
C -2.18 4.57 2.16
B -1.41 3.72 -0.21
N 0.10 3.78 -0.50
C 0.86 4.67 -1.15
C 2.18 4.25 -1.08
C 2.13 3.06 -0.34
N 0.88 2.80 0.00
N -1.95 2.37 -0.74
C -2.91 2.09 -1.64
C -3.04 0.71 -1.74
C -2.12 0.20 -0.84
N -1.47 1.20 -0.24
H -2.37 4.61 4.36
H -0.92 2.29 4.11
H -2.67 5.44 1.76
H -2.00 4.64 -0.69
H 0.41 5.52 -1.63
H 3.04 4.73 -1.50
H 2.92 2.40 -0.03
H -3.43 2.89 -2.13
H -3.70 0.16 -2.38
H -1.88 -0.83 -0.62
O 3.17 -1.48 -0.13
P 1.81 -1.24 0.67
O 0.95 -2.43 0.73
O 1.24 0.05 0.04
O 2.26 -0.85 2.15
P 2.67 0.57 2.81
O 3.90 1.06 1.90
O 3.01 0.39 4.22
O 1.56 1.55 2.41
H 3.34 -2.43 -0.23
H 4.74 0.81 2.31
C 0.36 -5.63 -0.45
N 0.10 -4.39 -1.15
C -0.71 -4.24 -2.21
S -1.48 -2.78 -2.55
N -0.90 -5.31 -3.03
C 0.12 -6.31 -3.32
H 0.53 -5.38 0.59
H 1.23 -6.16 -0.83
H -0.51 -6.29 -0.51
H 0.26 -3.54 -0.61
H -1.53 -5.10 -3.78
H 1.12 -5.88 -3.23
H -0.01 -6.65 -4.34
H 0.06 -7.18 -2.67
O -1.19 -0.98 2.80
C -0.72 -0.18 2.15